{"formula": "C2H9N3", "method": "ωB97M-V/def2-TZVPD", "e_above_lowest_kcal_mol": 12.1, "orbital_gap_ev": 11.997, "charge": 2, "elements": ["C", "C", "N", "N", "N", "H", "H", "H", "H", "H", "H", "H", "H", "H"], "coordinates": [[-0.77430, 0.08816, 0.11248], [0.69579, 0.47869, 0.61085], [-0.98350, -1.17871, 0.12872], [-1.74115, 0.91361, -0.21806], [1.63773, -0.10066, -0.30882], [0.92081, 0.06121, 1.58949], [0.95082, 1.52057, 0.40513], [-0.32759, -1.86657, 0.34440], [-1.90644, -1.63198, -0.02083], [-1.69753, 1.85922, -0.42178], [-2.70000, 0.69565, -0.49577], [2.29433, 0.56665, -0.91036], [1.28430, -0.76211, -0.94896], [2.34671, -0.64373, 0.13352]], "lowdin_charge": [-0.268, 0.006, 0.245, 0.276, 0.184, 0.167, 0.159, 0.130, 0.198, 0.130, 0.180, 0.269, 0.151, 0.173]}